# C21H45Cl26NO2P

A 14-piece molecular cluster, C21H45Cl26NO2P overall (wB97M-V/def2-TZVPD, OMol25).

Computed properties:
**Net charge**: -1
**DFT total energy**: -362962.6733 eV
**Multiplicity**: 1

Geometry as XYZ:
```
96
Properties=species:S:1:pos:R:3:mulliken_charge:R:1
C -1.19311 -2.24122 2.41723 -0.97
C -1.08275 -0.72293 2.40034 0.25
O -1.55686 -0.18322 1.18413 -0.32
C -2.89720 0.28941 1.30339 -0.67
C -3.44824 0.65236 -0.06523 0.58
O -4.61654 1.41652 0.01389 -0.22
N -5.81865 0.54106 -0.06880 -0.58
P -6.36055 0.36615 1.48980 0.07
C -7.32994 1.91595 1.95961 -0.65
C -6.99906 2.37746 3.37975 -1.11
C -7.75510 -0.78074 1.15756 -0.65
C -7.24123 -2.16513 0.74690 -1.11
H -0.39394 -2.70889 1.83942 0.12
H -2.15806 -2.53995 2.00679 0.35
H -1.12368 -2.62083 3.44021 0.29
H -1.66703 -0.30941 3.23227 0.26
H -0.05553 -0.38726 2.57094 -0.07
H -3.52719 -0.48950 1.74859 0.25
H -2.94971 1.17008 1.95558 0.13
H -2.69625 1.25669 -0.59168 -0.35
H -3.64302 -0.24781 -0.65877 0.27
H -7.00537 2.66381 1.23150 0.33
H -8.41467 1.80261 1.83609 0.38
H -5.95828 2.70399 3.43794 0.23
H -7.63635 3.20371 3.71054 0.37
H -7.10563 1.55615 4.09413 0.33
H -8.28752 -0.86162 2.11236 0.31
H -8.45998 -0.39802 0.41271 0.38
H -6.50908 -2.07278 -0.05483 0.24
H -6.76716 -2.65903 1.59837 0.30
H -8.05815 -2.80627 0.40025 0.36
C 3.29589 -3.49566 3.06515 -0.46
Cl 2.00139 -3.01549 4.17091 -0.14
Cl 3.35303 -2.42860 1.66073 -0.02
H 4.24399 -3.42087 3.58386 0.21
H 3.11130 -4.50901 2.73205 0.35
C 2.95614 0.69303 -0.28396 0.55
Cl 1.78903 0.61922 -1.60621 -0.14
Cl 4.50046 1.35398 -0.84496 -0.18
H 2.56578 1.33360 0.49778 0.29
H 3.12270 -0.31278 0.07790 -0.49
C -1.57320 4.09868 -2.14881 -0.45
Cl -1.68638 5.07266 -0.67578 -0.18
Cl -0.49223 2.71161 -1.93297 0.06
H -2.55867 3.72180 -2.39675 0.24
H -1.17464 4.72433 -2.93889 0.33
C 1.12046 2.17652 5.11633 -0.36
Cl -0.55803 2.52170 4.70569 -0.12
Cl 1.70092 0.68281 4.35996 -0.05
H 1.74016 2.99244 4.76507 0.31
H 1.20229 2.05873 6.19025 0.24
C 3.08062 -1.20424 7.18398 0.21
Cl 4.15549 -2.48132 7.77359 -0.18
Cl 3.79657 0.40362 7.34488 -0.17
H 2.88544 -1.38012 6.13424 -0.19
H 2.16646 -1.23161 7.76392 0.29
C 2.15674 4.80367 -3.16996 0.82
Cl 1.23282 5.85986 -4.25359 -0.20
Cl 3.35458 5.69512 -2.22039 -0.20
H 1.46143 4.32090 -2.49479 -0.12
H 2.68121 4.07751 -3.77826 -0.36
C 2.91374 1.29993 -4.91247 -0.02
Cl 1.76904 2.39132 -5.70919 -0.14
Cl 4.29509 2.17177 -4.23576 -0.15
H 2.39315 0.81540 -4.09508 -0.05
H 3.27385 0.57973 -5.63661 0.38
C 7.25886 -4.57178 1.73322 -0.35
Cl 5.71648 -5.27917 1.24379 -0.14
Cl 7.03302 -3.09175 2.67891 -0.16
H 7.79066 -5.28721 2.34709 0.32
H 7.81685 -4.32003 0.83954 0.33
C -3.24931 1.28176 -4.87763 -0.22
Cl -1.90928 2.42606 -5.12671 -0.14
Cl -3.83154 1.31227 -3.22185 -0.07
H -4.05235 1.56356 -5.54806 0.35
H -2.89089 0.28347 -5.10225 0.06
C 5.91983 -1.61642 -2.36169 0.04
Cl 5.85950 -1.97844 -0.63258 -0.04
Cl 5.29627 -2.94442 -3.35210 -0.19
H 5.31081 -0.73751 -2.53881 -0.11
H 6.95127 -1.43957 -2.64061 0.32
C 10.32916 -2.60176 4.18420 -0.20
Cl 12.00132 -2.12545 4.49420 -0.16
Cl 10.20118 -4.27727 3.62926 -0.16
H 9.76689 -2.50898 5.10493 0.29
H 9.92301 -1.96126 3.41114 0.23
C -4.25735 -3.12965 -4.59311 -0.28
Cl -3.20588 -2.69707 -5.96177 -0.18
Cl -5.10489 -1.74212 -3.92884 -0.10
H -4.98188 -3.85125 -4.95007 0.28
H -3.63224 -3.55276 -3.81623 0.26
C -0.22915 2.37189 -8.93465 0.26
Cl -1.96754 2.67740 -9.00175 -0.15
Cl 0.23618 0.92627 -9.84449 -0.18
H 0.28437 3.22259 -9.36526 0.28
H 0.05588 2.22708 -7.90063 -0.21
```

***

# C21H45ClN3O11P2S3

A 3-piece molecular cluster, C21H45ClN3O11P2S3 overall (wB97M-V/def2-TZVPD, OMol25).

Computed properties:
**Net charge**: +1
**DFT total energy**: -113082.3685 eV
**Multiplicity**: 1

Geometry as XYZ:
```
86
Properties=species:S:1:pos:R:3:mulliken_charge:R:1
C 5.48655 -6.39252 -0.32454 -0.87
C 5.13909 -5.30225 -1.51392 -0.36
P 3.99630 -3.97369 -0.69781 -0.05
C 4.26571 -3.90696 1.21274 -0.83
N 4.43176 -2.35988 -1.43373 0.57
N 5.76161 -2.12236 -1.41788 -0.65
C 6.25792 -0.86247 -2.02285 -0.06
C 7.90095 -0.56943 -1.96054 -0.53
C 8.42558 -0.98404 -0.44116 -0.55
C 9.80190 -0.15306 0.00728 -0.44
C 9.44361 0.59396 1.42912 -0.72
S 9.60117 -0.49808 2.94451 0.97
O 8.82933 0.18956 4.11134 -0.53
O 11.11796 -0.70672 3.29448 -0.52
Cl 8.78511 -2.41984 2.71438 -0.15
C 5.18408 0.17768 -2.66834 0.31
P 5.84132 1.82400 -3.42586 0.44
N 4.77991 2.57745 -4.38659 -0.73
C 3.57518 -0.13422 -2.65968 -0.52
C 3.24011 -1.59808 -1.91971 0.67
C 1.67463 -2.16609 -1.76160 -0.64
O 0.67872 -1.21554 -2.26191 -0.38
C 0.44227 -0.08228 -1.36719 -0.14
O 0.34921 -0.39172 0.06203 -0.32
C -0.62911 0.44505 0.76931 -0.51
C -1.82823 -0.55418 1.29054 -0.10
O -1.39676 -1.95729 0.97985 -0.56
H 5.86773 -7.38802 -0.80533 0.33
H 6.34892 -5.96866 0.34379 0.23
H 4.51128 -6.66775 0.30227 0.24
H 4.51889 -5.79317 -2.40720 0.31
H 6.09672 -4.75740 -1.94532 0.29
H 5.44302 -3.82873 1.37463 0.17
H 3.77162 -2.92608 1.66862 0.32
H 3.88946 -4.88738 1.76940 0.35
H 8.44079 -1.26130 -2.73446 0.25
H 8.14798 0.54546 -2.24130 0.32
H 7.58726 -0.73659 0.37193 0.37
H 8.68226 -2.14642 -0.37828 0.30
H 10.08555 0.69651 -0.77572 0.31
H 10.70930 -0.89491 0.12443 0.31
H 8.34452 1.04816 1.36801 0.37
H 10.15379 1.53397 1.58828 0.40
H 7.10574 1.50519 -4.04365 0.13
H 6.12006 2.69820 -2.27801 0.13
H 3.91147 1.99012 -4.43732 0.26
H 2.73636 0.57140 -3.10328 0.18
H 1.45704 -2.61357 -0.69861 0.49
H 1.63734 -3.10082 -2.50490 0.41
H -0.59413 0.40162 -1.71016 0.31
H 1.23110 0.80636 -1.48207 0.14
H -0.07021 0.85618 1.74090 0.24
H -0.99437 1.39221 0.18855 0.36
H -2.84356 -0.30075 0.76717 0.08
H -1.84326 -0.48502 2.46080 0.29
H -1.57724 -2.17371 0.01844 0.30
O -4.12581 2.04964 0.46329 -0.61
S -5.56195 2.12901 0.62094 1.27
O -6.38769 0.94305 0.73002 -0.61
O -6.17200 3.09090 -0.54469 -0.32
C -5.91500 2.75696 -1.90319 -0.28
C -6.72688 1.55402 -2.34588 -0.97
C -5.92578 3.17522 2.00800 -0.85
H -4.84387 2.59453 -2.06270 0.29
H -6.20292 3.62438 -2.50975 0.28
H -6.42669 0.65367 -1.80359 0.29
H -6.58810 1.36040 -3.41422 0.39
H -7.79186 1.71138 -2.14757 0.25
H -5.33733 4.09128 1.92996 0.34
H -5.65294 2.62979 2.91532 0.36
H -6.99451 3.39514 2.01676 0.23
O -9.18221 2.86093 2.42770 -0.64
S -10.30761 2.04729 2.02137 1.20
O -10.75415 1.98992 0.64385 -0.63
O -11.58350 2.39082 2.97540 -0.27
C -12.03850 3.73683 3.04098 -0.31
C -12.76367 4.14375 1.77183 -0.97
C -10.03678 0.38287 2.57568 -0.93
H -11.20541 4.41371 3.25760 0.29
H -12.73466 3.80234 3.88615 0.27
H -12.08630 4.14790 0.91393 0.29
H -13.18495 5.14946 1.86761 0.38
H -13.57028 3.43965 1.54400 0.26
H -9.72970 0.39950 3.62304 0.32
H -9.24347 -0.04721 1.95854 0.34
H -10.95678 -0.18926 2.44574 0.34
```